{"formula": "C27H65N5O5Si2", "method": "ωB97M-V/def2-TZVPD", "symbols": ["Si", "Si", "O", "O", "O", "O", "O", "N", "N", "N", "N", "N", "C", "C", "C", "C", "C", "C", "C", "C", "C", "C", "C", "C", "C", "C", "C", "C", "C", "C", "C", "C", "C", "C", "C", "C", "C", "C", "C", "H", "H", "H", "H", "H", "H", "H", "H", "H", "H", "H", "H", "H", "H", "H", "H", "H", "H", "H", "H", "H", "H", "H", "H", "H", "H", "H", "H", "H", "H", "H", "H", "H", "H", "H", "H", "H", "H", "H", "H", "H", "H", "H", "H", "H", "H", "H", "H", "H", "H", "H", "H", "H", "H", "H", "H", "H", "H", "H", "H", "H", "H", "H", "H", "H"], "xyz": [[0.241, 1.469, -0.650], [-1.233, 1.589, -3.132], [-0.652, 1.480, 2.731], [4.409, 1.872, 2.875], [7.985, 1.387, 5.616], [-0.759, 0.640, -1.780], [-2.670, 3.395, -1.515], [-0.149, -3.060, -1.399], [5.041, 1.840, 5.960], [2.033, -3.046, -2.182], [2.917, 2.470, -0.408], [0.011, -2.947, -3.753], [0.130, 1.720, -4.484], [-6.642, -3.926, -0.087], [-3.976, 3.923, -1.775], [0.662, 0.401, 0.898], [-1.926, -0.068, 1.222], [1.141, -0.706, -4.347], [3.811, 1.035, 3.857], [3.873, 1.349, -0.188], [-6.491, -5.039, 1.033], [0.823, -2.200, -4.751], [-5.316, -1.428, -1.799], [-5.495, -3.987, -1.182], [-6.512, -4.289, 2.439], [0.373, 0.362, -5.247], [-2.673, 0.617, -3.967], [5.825, 1.806, 2.822], [-5.701, -2.880, -2.297], [-3.901, 0.373, -3.001], [-1.850, 3.348, -2.697], [0.625, -3.002, -2.443], [1.870, 2.133, -1.405], [8.322, 2.756, 5.761], [7.193, 0.877, 6.686], [-3.823, -1.006, -2.210], [5.766, 0.598, 6.225], [-0.558, 0.303, 1.913], [3.768, 1.647, 5.262], [5.622, 2.447, 5.397], [-5.473, -5.023, -1.630], [1.484, 0.935, 1.458], [4.913, 1.784, -0.143], [3.308, 2.636, 5.181], [-7.396, -3.591, 2.409], [6.207, 0.816, 3.082], [9.076, 2.997, 5.011], [-2.582, -0.506, 2.032], [-7.670, -3.922, -0.551], [-0.836, -2.380, -3.638], [6.264, 2.568, 3.471], [-3.401, -1.841, -2.824], [-3.271, -0.808, -1.259], [-4.680, 3.433, -1.044], [4.258, 0.036, 3.842], [-6.524, -2.923, 0.417], [-4.834, 0.344, -3.634], [1.771, -2.778, -4.919], [3.603, 0.834, 0.775], [2.241, 1.416, -2.189], [2.773, 0.903, 3.535], [-1.129, -3.056, -1.694], [-5.580, -3.668, 2.498], [-2.387, 3.743, -3.611], [-1.825, -0.852, 0.433], [2.600, -2.949, -3.021], [-5.551, -5.643, 0.913], [2.461, 2.739, 0.464], [1.007, -0.473, -3.261], [-4.498, -3.828, -0.676], [-6.605, -4.993, 3.305], [7.648, -0.072, 6.985], [-0.248, 2.470, -5.246], [-6.782, -2.964, -2.614], [-4.365, 3.688, -2.798], [8.742, 2.958, 6.751], [-7.339, -5.781, 1.028], [2.238, -2.285, -1.531], [-2.455, 0.863, 0.873], [5.828, -0.028, 5.328], [3.839, 0.579, -1.005], [-2.255, -0.389, -4.280], [-2.971, 1.116, -4.938], [-3.987, 5.021, -1.529], [-6.045, -0.659, -2.175], [-5.422, -1.433, -0.679], [2.238, -0.541, -4.571], [5.241, 0.036, 7.002], [-0.523, 2.629, -0.130], [3.109, 1.045, 5.895], [7.454, 3.398, 5.589], [-0.572, -0.086, -5.647], [1.020, 0.585, -6.141], [1.611, 3.084, -1.970], [7.208, 1.537, 7.558], [-0.308, -0.530, 2.629], [-0.949, 4.030, -2.575], [0.291, -2.180, -5.745], [-1.236, 2.125, 2.306], [1.037, -0.622, 0.636], [-5.063, -3.160, -3.180], [-4.056, 1.195, -2.256], [1.101, 2.129, -4.106], [6.134, 2.038, 1.802]], "atomic_forces_ev_per_a": [[0.0716, -1.1387, 0.5606], [-0.5121, -1.3680, -0.5738], [-0.1908, -0.3772, -0.4621], [0.1267, -0.2763, 0.2447], [-0.0094, 0.3092, 0.2641], [0.6857, 2.0976, -0.3052], [-0.4933, -0.0137, -1.1525], [1.0395, 0.0728, -1.1717], [-0.0384, -0.2974, -0.0300], [-1.0462, 0.6096, -1.2236], [-0.1281, -0.9162, -0.8665], [1.5825, 1.1338, -0.0286], [-0.1687, 0.0718, -0.5050], [0.8572, 0.1176, -0.0164], [-0.6030, -0.0024, 1.1350], [-0.3705, 0.3537, 0.2418], [-0.2004, 0.0415, 1.3407], [0.7430, 0.4958, -1.0410], [-0.4540, 0.1565, 0.0519], [-0.0546, 0.0908, 0.6668], [-0.4483, 0.4372, 0.6541], [0.4148, 0.1737, -0.3022], [0.1259, -0.4384, 0.2085], [-0.4964, 0.0817, 0.0739], [-0.1032, -0.2629, -0.9760], [0.6392, -0.0764, 0.2976], [0.2748, -0.2388, 0.3218], [-0.1672, 0.3137, -0.1709], [-0.0344, -0.5670, 0.2255], [-0.2068, -0.7713, -0.6839], [0.8896, 0.6134, -0.2281], [-1.9256, -0.2304, 1.7800], [-0.4772, 0.6256, -0.9103], [0.0451, -0.1873, -0.1671], [-0.1818, -0.4761, -0.1871], [-1.5476, 0.9278, 0.4250], [0.2300, 0.4839, -0.0240], [0.3139, -1.0483, -0.4727], [0.2194, 0.2659, -0.0613], [0.0012, -0.0150, 0.0425], [-0.0290, 1.0727, 0.2948], [-0.7220, -0.5541, -0.5751], [-0.9859, -0.6903, 0.1011], [-0.0805, -0.0976, -0.0613], [0.8499, -0.6873, 0.3136], [-0.0153, 0.0245, 0.1062], [-0.0297, -0.0882, -0.0048], [0.5397, 0.4690, -0.8561], [1.0763, -0.1799, 0.3211], [0.1510, -0.6401, 0.1795], [0.1844, -0.1478, 0.0587], [0.0038, 0.8588, 0.5213], [0.0209, -0.5282, -1.0128], [0.6848, 0.4308, -0.6665], [0.1927, 0.0398, 0.0243], [-0.2863, -0.9625, -0.4470], [0.8617, 0.0188, 0.6075], [-0.8393, 0.5325, 0.0829], [0.7172, 0.2992, -0.8881], [-0.0632, 0.6799, 0.8026], [0.0187, 0.0420, 0.0121], [0.2517, 0.1321, 0.1100], [-0.8124, -0.5285, 0.2525], [0.4147, -0.3974, 0.8893], [0.1045, 0.8756, 0.4783], [-0.1418, 0.0706, 0.2738], [-0.7610, 0.7030, 0.0457], [0.3977, -0.1591, -0.1179], [-0.1546, -0.5083, -0.8439], [-0.9079, -0.1817, -0.4009], [0.2017, 0.6943, -0.6945], [-0.0144, 0.0067, 0.0217], [0.3323, -0.6180, 0.8190], [1.0990, 0.3160, 0.2047], [0.4993, 0.3572, 0.7074], [-0.0593, 0.0513, -0.0007], [0.7685, 0.7830, -0.2241], [0.0506, -0.5596, -0.1074], [0.5959, -0.9096, -0.1169], [0.0718, -0.2136, 0.0555], [-0.0500, 0.8963, 0.5832], [-0.4901, 0.9347, 0.3161], [0.2229, -0.3409, 1.0715], [-0.0718, -0.8417, -0.6421], [0.6626, -0.7665, 0.2436], [0.1404, 0.1506, -1.0030], [-1.0254, -0.0924, 0.4435], [-0.0279, -0.0028, -0.0092], [0.0043, 0.0448, -0.0913], [0.0339, -0.0757, -0.0400], [0.0131, 0.1397, 0.1350], [0.6329, 0.5074, 0.4343], [-0.6600, -0.3058, 0.7224], [0.2495, -0.9617, 0.4104], [-0.0438, 0.1169, -0.1341], [-0.2439, 0.8527, -0.5967], [-0.9280, -0.5146, 0.0090], [0.4076, -0.2321, 1.0704], [0.1931, -0.2146, -0.0380], [-0.4047, 0.7665, 0.1533], [-0.6586, 0.3572, 0.6554], [0.2651, -0.6107, -0.6274], [-0.7419, -0.3554, -0.2875], [-0.0678, -0.0298, -0.0187]], "orbital_gap_ev": 8.995, "spin_multiplicity": 1, "de_lowest_kj_mol": 277.1, "e_tot_ev": -62495.2922, "e_lumo_ev": 0.6710}